ORCA calculation (ωB97M-V/def2-TZVPD) on a molecular structure, C24H32AlN6S.

**E_LUMO**: -8.98 eV
**Relative energy (zero: lowest compared OMol25 entry of this formula, charge and spin)**: 0.000 eV
**Electronic energy**: -1902.15698 a.u.
**Total charge**: +3

Positions of all 64 atoms, in Å:
Al: -0.569 -0.083 -0.198
C: -0.787 2.439 1.021
C: 0.563 2.699 0.349
C: 1.592 1.591 0.386
C: 2.906 1.862 0.714
C: 3.853 0.852 0.678
C: 3.474 -0.438 0.322
C: 2.160 -0.662 0.013
N: 1.235 0.331 0.024
N: -1.633 1.437 0.273
C: -2.172 2.001 -1.004
C: -2.188 0.953 -2.096
C: -2.962 1.078 -3.228
C: -2.855 0.118 -4.228
C: -1.974 -0.946 -4.068
C: -1.238 -1.027 -2.911
N: -1.341 -0.095 -1.935
C: -2.737 0.877 1.132
C: -2.427 -0.511 1.650
C: -3.152 -1.075 2.677
C: -2.863 -2.370 3.074
C: -1.844 -3.075 2.436
C: -1.152 -2.459 1.427
N: -1.447 -1.201 1.023
H: -1.346 3.373 1.089
H: -0.617 2.026 2.017
H: 0.993 3.562 0.856
H: 0.441 3.017 -0.693
H: 3.188 2.868 0.994
H: 4.885 1.068 0.927
H: 4.187 -1.250 0.286
H: 1.810 -1.650 -0.265
H: -1.529 2.822 -1.324
H: -3.165 2.421 -0.848
H: -3.637 1.916 -3.336
H: -3.456 0.200 -5.125
H: -1.866 -1.706 -4.830
H: -0.549 -1.844 -2.738
H: -3.649 0.831 0.535
H: -2.929 1.550 1.968
H: -3.938 -0.508 3.159
H: -3.422 -2.827 3.880
H: -1.588 -4.083 2.728
H: -0.343 -2.959 0.912
C: 3.512 -2.411 6.092
C: 2.997 -0.991 6.235
N: 2.387 -0.561 4.962
C: 1.266 0.131 4.776
S: 0.435 -0.033 3.261
N: 0.754 0.919 5.716
C: 1.403 1.549 6.881
C: 0.753 1.152 8.194
H: 3.984 -2.727 7.021
H: 4.265 -2.479 5.304
H: 2.700 -3.103 5.870
H: 3.811 -0.319 6.506
H: 2.236 -0.942 7.012
H: 2.669 -1.096 4.157
H: -0.152 1.289 5.481
H: 1.319 2.628 6.738
H: 2.461 1.312 6.865
H: -0.306 1.412 8.198
H: 1.229 1.686 9.015
H: 0.842 0.082 8.385

=====

ORCA calculation (ωB97M-V/def2-TZVPD) on a molecular structure, C3H12BBrNbO2.

**E_LUMO**: 2.99 eV
**Relative energy (zero: lowest compared OMol25 entry of this formula, charge and spin)**: 0.426 eV
**Electronic energy**: -2927.72610 a.u.
**Total charge**: -1

Positions of all 20 atoms, in Å:
C: -2.058 1.624 -0.355
C: -0.819 2.011 -1.134
C: 0.051 0.863 -1.615
Br: -0.762 0.108 -3.230
Nb: 0.609 -0.870 -0.210
B: 1.430 -1.973 1.720
O: 1.853 -3.269 1.728
O: 1.481 -1.382 2.964
H: -2.802 2.413 -0.407
H: -1.840 1.458 0.694
H: -2.513 0.723 -0.753
H: -1.163 2.561 -2.012
H: -0.206 2.715 -0.579
H: 0.987 1.314 -1.927
H: 1.159 0.495 0.926
H: -0.969 -1.198 0.673
H: 0.248 -2.429 -1.125
H: 2.323 -1.114 -0.867
H: 1.878 -3.552 2.652
H: 1.111 -0.500 2.856